{
  "formula": "C18H68N3O16S",
  "method": "wB97M-V/def2-TZVPD",
  "total_energy_ha": -2492.4467,
  "total_charge": 1,
  "orbital_gap_ev": 8.88,
  "homo_energy_ha": -0.4241,
  "lumo_ha": -0.0976,
  "multiplicity": 1,
  "species": ["N", "C", "N", "C", "C", "O", "S", "N", "H", "H", "H", "H", "H", "H", "H", "H", "C", "O", "H", "H", "H", "H", "C", "O", "H", "H", "H", "H", "C", "O", "H", "H", "H", "H", "C", "O", "H", "H", "H", "H", "C", "O", "H", "H", "H", "H", "C", "O", "H", "H", "H", "H", "C", "O", "H", "H", "H", "H", "C", "O", "H", "H", "H", "H", "C", "O", "H", "H", "H", "H", "C", "O", "H", "H", "H", "H", "C", "O", "H", "H", "H", "H", "C", "O", "H", "H", "H", "H", "C", "O", "H", "H", "H", "H", "C", "O", "H", "H", "H", "H", "C", "O", "H", "H", "H", "H"],
  "xyz": [[-0.9684, 3.3977, -1.0674], [0.0933, 2.7111, -1.5318], [1.3178, 3.2655, -1.6372], [2.2588, 2.2066, -1.1256], [1.4725, 0.8945, -1.4443], [2.1657, 0.1500, -2.3649], [1.1855, -0.1020, 0.0287], [0.1301, 1.4264, -1.8960], [-0.8931, 3.9423, -0.2142], [-1.8779, 3.3037, -1.4971], [1.4676, 4.2095, -1.2980], [3.2531, 2.2369, -1.5715], [2.2421, 2.3608, -0.0410], [1.7596, -0.7389, -2.5159], [0.2700, 0.7107, 0.5806], [-0.6686, 0.8558, -1.6282], [-0.4828, 2.1468, 3.8184], [0.2383, 1.8542, 2.6241], [-1.4176, 2.6161, 3.5120], [-0.7180, 1.2743, 4.4295], [0.0811, 2.8618, 4.4205], [1.0763, 1.4504, 2.8757], [1.7720, 5.4167, 3.4941], [0.4261, 5.7477, 3.8110], [1.8464, 4.3311, 3.5150], [2.0214, 5.7525, 2.4848], [2.4848, 5.8391, 4.2037], [0.3235, 6.7060, 3.7972], [0.4633, -2.8511, -4.3735], [1.4942, -2.2873, -3.5719], [-0.2576, -2.0613, -4.5763], [0.8554, -3.2193, -5.3229], [-0.0437, -3.6679, -3.8558], [2.1375, -2.9848, -3.3832], [4.5188, 3.9146, -4.2060], [3.3444, 4.6679, -4.4650], [5.2758, 4.2462, -4.9125], [4.8914, 4.0885, -3.1910], [4.3368, 2.8466, -4.3592], [2.6632, 4.3773, -3.8519], [-2.1464, 6.0893, -3.5440], [-0.7708, 5.7518, -3.6379], [-2.4190, 6.5482, -4.4915], [-2.7807, 5.2086, -3.3985], [-2.3411, 6.8049, -2.7412], [-0.4981, 5.3464, -2.8098], [4.8622, -2.8822, -1.2431], [3.7455, -2.0706, -0.8721], [4.9142, -3.7136, -0.5450], [4.7442, -3.2761, -2.2558], [5.7969, -2.3210, -1.1849], [3.7280, -1.3431, -1.5062], [-3.0052, 0.0992, 1.5004], [-1.9292, 0.7473, 0.8105], [-3.4172, -0.6470, 0.8272], [-2.6549, -0.4050, 2.4011], [-3.7928, 0.8046, 1.7694], [-1.5526, 1.4009, 1.4115], [2.5101, -4.8879, 0.6768], [1.4110, -4.0769, 1.0442], [2.5443, -5.7214, 1.3774], [2.3910, -5.2755, -0.3392], [3.4465, -4.3302, 0.7451], [1.3642, -3.3384, 0.4273], [-6.5249, -1.3957, 2.8746], [-5.1143, -1.5802, 2.8902], [-6.7482, -0.6539, 2.1085], [-7.0228, -2.3361, 2.6354], [-6.9122, -1.0309, 3.8300], [-4.9066, -2.2618, 3.5455], [-5.2308, -4.8634, 1.2348], [-6.5441, -4.3523, 1.4104], [-5.1212, -5.6696, 1.9572], [-5.0623, -5.2661, 0.2325], [-4.4881, -4.0945, 1.4607], [-6.6349, -3.6229, 0.7888], [0.0516, 6.9446, -0.2749], [-0.0031, 5.8102, 0.5838], [0.3031, 6.5832, -1.2716], [-0.9075, 7.4644, -0.3254], [0.8204, 7.6553, 0.0362], [-0.2275, 6.1094, 1.4750], [-3.4184, -4.7628, 5.0418], [-4.5581, -4.2976, 4.3314], [-2.5661, -4.1940, 4.6748], [-3.5106, -4.6001, 6.1183], [-3.2326, -5.8237, 4.8598], [-5.3296, -4.7889, 4.6322], [2.1830, -6.3967, -3.2433], [2.8415, -5.1801, -2.9202], [1.2242, -6.1373, -3.6886], [2.7577, -6.9862, -3.9607], [1.9980, -7.0078, -2.3547], [3.6944, -5.4123, -2.5314], [5.3779, -8.2146, -2.2202], [5.2144, -6.8001, -2.1027], [5.9336, -8.3882, -3.1385], [5.9451, -8.6201, -1.3810], [4.4164, -8.7289, -2.2850], [4.7530, -6.6482, -1.2691], [-3.2961, 5.0713, 2.8176], [-2.4680, 6.0208, 3.4578], [-4.0441, 5.6265, 2.2542], [-2.7329, 4.4420, 2.1166], [-3.8140, 4.4244, 3.5314], [-1.7842, 5.5541, 3.9530]]
}